# C4H12NO

A gas-phase ion, C4H12NO (charge +1) at a distorted geometry (ωB97M-V/def2-TZVPD, the Open Molecules 2025 dataset).

The charge is +1. The lowest unoccupied orbital energy is -3.3853 eV. Its SMILES is CC[C@H]([NH3+])CO. The total energy is -7873.4751 eV. The frontier orbital gap is 11.779 eV. The value obtained for the HOMO energy is -15.16 eV.

Bonds (Å) are listed after each position.
CARTESIAN COORDINATES (ANGSTROEM)
1 H -1.862 0.792 -0.454  N18 1.023
2 H -0.861 -0.549 1.765  C6 1.090
3 C 1.898 1.688 -0.581  H11 1.091, H13 1.087, C14 1.534, H15 1.085
4 C 0.108 -0.090 -0.143  C6 1.502, C14 1.555, H17 1.087, N18 1.543
5 H 0.597 -1.538 1.373  C6 1.087
6 C -0.270 -1.016 0.977  H2 1.090, C4 1.502, H5 1.087, O10 1.451
7 H -0.975 0.668 -1.781  N18 1.022
8 H -0.072 1.928 0.458  C14 1.092
9 H -1.711 -0.683 -1.185  N18 1.026
10 O -1.185 -2.000 0.430  C6 1.451, H12 0.958
11 H 1.492 2.364 -1.334  C3 1.091
12 H -0.995 -2.894 0.719  O10 0.958
13 H 2.323 0.832 -1.100  C3 1.087
14 C 0.763 1.234 0.345  C3 1.534, C4 1.555, H8 1.092, H16 1.091
15 H 2.699 2.201 -0.060  C3 1.085
16 H 1.063 0.977 1.362  C14 1.091
17 H 0.690 -0.586 -0.915  C4 1.087
18 N -1.200 0.166 -0.919  H1 1.023, C4 1.543, H7 1.022, H9 1.026

---

# C4H12NO

2 unconnected molecules or ions with the total composition C4H12NO at a distorted geometry (ωB97M-V/def2-TZVPD, the Open Molecules 2025 dataset).

The charge is +1. The lowest unoccupied orbital energy is -3.2358 eV. The total energy is -7873.5404 eV. The frontier orbital gap is 11.161 eV. The value obtained for the HOMO energy is -14.40 eV.

Bonds (Å) are listed after each position.
CARTESIAN COORDINATES (ANGSTROEM)
1 H -1.700 -0.104 1.467  C4 1.080
2 N 0.250 -0.812 1.941  H3 1.021, C4 1.480, H12 1.046, H18 1.008
3 H 0.069 -0.557 2.913  N2 1.021
4 C -0.713 -0.152 1.032  H1 1.080, N2 1.480, C9 1.322
5 H -1.029 1.888 -1.319  C7 1.093
6 H -1.522 -0.936 -2.397  C13 1.090
7 C -1.281 0.834 -1.170  H5 1.093, C9 1.490, C13 1.536, H15 1.088
8 O 2.835 -0.058 1.423  H10 0.966, H16 0.941
9 C -0.340 0.259 -0.169  C4 1.322, C7 1.490, H14 1.085
10 H 3.518 0.267 2.023  O8 0.966
11 H -0.158 0.075 -2.890  C13 1.090
12 H 1.234 -0.510 1.753  N2 1.046
13 C -1.180 0.092 -2.511  H6 1.090, C7 1.536, H11 1.090, H17 1.087
14 H 0.700 0.170 -0.466  C9 1.085
15 H -2.306 0.781 -0.806  C7 1.088
16 H 3.220 0.002 0.566  O8 0.941
17 H -1.802 0.580 -3.258  C13 1.087
18 H 0.205 -1.817 1.868  N2 1.008

---

# C4H12NO

2 unconnected molecules or ions with the total composition C4H12NO at a distorted geometry (ωB97M-V/def2-TZVPD, the Open Molecules 2025 dataset).

The charge is +1. The lowest unoccupied orbital energy is -3.2790 eV. The total energy is -7872.1827 eV. The frontier orbital gap is 11.858 eV. The value obtained for the HOMO energy is -15.14 eV.

Bonds (Å) are listed after each position.
CARTESIAN COORDINATES (ANGSTROEM)
1 H -0.588 1.279 3.088  O13 0.848
2 H -1.079 1.285 -1.257  N18 1.064
3 H 1.893 -0.593 0.632  C4 1.091
4 C 0.819 -0.401 0.626  H3 1.091, C7 1.574, C10 1.520, H11 1.102
5 H 0.159 0.971 -2.241  N18 0.985
6 H -0.381 -2.318 0.172  C7 1.089
7 C 0.231 -1.542 -0.286  C4 1.574, H6 1.089, C15 1.463, H16 1.104
8 H 1.923 0.797 -0.831  C10 1.233
9 H -0.454 -1.368 -2.234  C15 1.049
10 C 0.877 0.883 -0.185  C4 1.520, H8 1.233, H14 1.088, N18 1.625
11 H 0.306 -0.424 1.601  C4 1.102
12 H -1.622 -0.855 -1.207  C15 1.081
13 O -1.117 1.429 2.442  H1 0.848, H17 0.986
14 H 0.675 1.894 0.163  C10 1.088
15 C -0.547 -0.860 -1.321  C7 1.463, H9 1.049, H12 1.081, N18 1.579
16 H 1.125 -2.106 -0.603  C7 1.104
17 H -2.011 1.247 2.816  O13 0.986
18 N -0.211 0.682 -1.375  H2 1.064, H5 0.985, C10 1.625, C15 1.579

---

# C4H12NO

2 unconnected molecules or ions with the total composition C4H12NO at a distorted geometry (ωB97M-V/def2-TZVPD, the Open Molecules 2025 dataset).

The charge is +2. The lowest unoccupied orbital energy (spin up / spin down) is -7.4619 / -15.4259 eV. The spin multiplicity is 2. The total energy is -7858.1389 eV. The frontier orbital gap (spin up / spin down) is 11.560 / 3.594 eV. The value obtained for the HOMO energy (spin up / spin down) is -19.02 / -19.02 eV.

Bonds (Å) are listed after each position.
CARTESIAN COORDINATES (ANGSTROEM)
1 H 0.212 -0.382 -2.359  C8 1.097
2 H -1.055 0.262 0.260  N12 1.034
3 C 0.590 -1.532 -0.666  H4 1.109, C8 1.555, H17 1.097, C18 1.551
4 H 1.266 -2.206 -1.231  C3 1.109
5 H -1.336 -1.043 -1.706  C8 1.078
6 H -0.882 1.427 -0.940  N12 1.024
7 H -2.212 2.250 2.214  O16 0.981
8 C -0.378 -0.612 -1.463  H1 1.097, C3 1.555, H5 1.078, N12 1.513
9 H -2.291 0.956 2.934  O16 0.954
10 H 1.661 1.176 -0.972  C11 1.112
11 C 0.992 0.763 -0.185  H10 1.112, N12 1.519, H15 1.110, C18 1.475
12 N -0.475 0.579 -0.535  H2 1.034, H6 1.024, C8 1.513, C11 1.519
13 H 0.850 -0.863 1.248  C18 1.160
14 H 2.457 -0.748 0.456  C18 1.093
15 H 1.048 1.518 0.625  C11 1.110
16 O -1.869 1.332 2.166  H7 0.981, H9 0.954
17 H 0.028 -2.291 -0.109  C3 1.097
18 C 1.394 -0.584 0.263  C3 1.551, C11 1.475, H13 1.160, H14 1.093

---

# C4H12NO2

2 unconnected molecules or ions with the total composition C4H12NO2 at a distorted geometry (ωB97M-V/def2-TZVPD, the Open Molecules 2025 dataset).

The charge is -1. The lowest unoccupied orbital energy is 4.0249 eV. The total energy is -9927.4986 eV. The frontier orbital gap is 7.423 eV. The value obtained for the HOMO energy is -3.40 eV.

Bonds (Å) are listed after each position.
CARTESIAN COORDINATES (ANGSTROEM)
1 H -2.116 -1.295 0.601  C10 1.088
2 C -0.389 -0.455 -1.386  C8 1.545, N11 1.467, H13 1.089, H19 1.116
3 C 1.420 -0.906 0.299  H4 1.132, H5 1.091, O9 1.351, N11 1.540
4 H 2.537 -1.018 0.151  C3 1.132
5 H 0.994 -1.876 0.039  C3 1.091
6 O 2.476 1.790 1.489  H15 0.970, H16 1.057
7 H -1.264 1.352 -0.577  C8 1.100
8 C -1.577 0.315 -0.765  C2 1.545, H7 1.100, C10 1.546, H12 1.101
9 O 1.178 -0.450 1.547  C3 1.351
10 C -1.971 -0.217 0.632  H1 1.088, C8 1.546, H14 1.096, H17 1.093
11 N 0.914 -0.031 -0.863  C2 1.467, C3 1.540, H18 0.995
12 H -2.456 0.386 -1.423  C8 1.101
13 H -0.637 -1.515 -1.331  C2 1.089
14 H -2.719 0.277 1.265  C10 1.096
15 H 2.121 2.126 0.652  O6 0.970
16 H 1.921 0.893 1.558  O6 1.057
17 H -1.110 -0.021 1.276  C10 1.093
18 H 1.024 0.940 -0.677  N11 0.995
19 H -0.342 -0.295 -2.489  C2 1.116

---

# C4H12NO2

2 unconnected molecules or ions with the total composition C4H12NO2 at a distorted geometry (ωB97M-V/def2-TZVPD, the Open Molecules 2025 dataset).

The charge is -1. The lowest unoccupied orbital energy is 3.6925 eV. The total energy is -9927.4258 eV. The frontier orbital gap is 6.724 eV. The value obtained for the HOMO energy is -3.03 eV.

Bonds (Å) are listed after each position.
CARTESIAN COORDINATES (ANGSTROEM)
1 C -0.902 0.323 -1.516  N6 1.479, O7 1.330, H9 1.125, H15 1.138
2 H -3.898 0.823 -2.811  O5 0.982
3 H 2.046 0.662 0.705  C12 1.102
4 H 1.388 -1.478 2.781  C17 1.105
5 O -4.161 1.106 -1.908  H2 0.982, H16 1.015
6 N 0.465 0.035 -1.030  C1 1.479, C11 1.421, H18 1.011
7 O -1.815 0.748 -0.646  C1 1.330
8 H 1.396 -1.559 0.048  C11 1.115
9 H -0.774 1.082 -2.336  C1 1.125
10 H 0.573 0.888 1.745  C12 1.087
11 C 0.729 -0.675 0.172  N6 1.421, H8 1.115, C12 1.559, H13 1.100
12 C 1.294 0.178 1.348  H3 1.102, H10 1.087, C11 1.559, C17 1.520
13 H -0.215 -1.132 0.505  C11 1.100
14 H 2.834 -1.210 1.849  C17 1.095
15 H -1.167 -0.653 -2.037  C1 1.138
16 H -3.265 0.972 -1.451  O5 1.015
17 C 2.028 -0.679 2.366  H4 1.105, C12 1.520, H14 1.095, H19 1.098
18 H 1.092 0.825 -1.110  N6 1.011
19 H 2.352 -0.256 3.325  C17 1.098

---

# C4H12NO2

2 unconnected molecules or ions with the total composition C4H12NO2 at a distorted geometry (ωB97M-V/def2-TZVPD, the Open Molecules 2025 dataset).

The charge is +1. The lowest unoccupied orbital energy is -3.5844 eV. The total energy is -9920.5388 eV. The frontier orbital gap is 11.411 eV. The value obtained for the HOMO energy is -15.00 eV.

Bonds (Å) are listed after each position.
CARTESIAN COORDINATES (ANGSTROEM)
1 H -0.934 -0.695 -1.339  C11 1.092
2 H 1.747 2.563 -0.686  O18 0.953
3 C 0.390 -2.137 -0.199  H8 1.091, C11 1.533, H12 1.088, H14 1.087
4 H -0.766 -0.642 1.770  C16 1.088
5 H 0.698 -0.656 -1.686  C11 1.091
6 N 0.103 0.378 0.109  H7 1.029, C11 1.502, H15 1.026, C16 1.489
7 H -0.238 1.207 -0.396  N6 1.029
8 H -0.276 -2.868 -0.659  C3 1.091
9 H -3.070 0.331 1.369  C10 1.102
10 C -2.237 0.561 0.686  H9 1.102, C16 1.524, O19 1.197
11 C 0.029 -0.789 -0.834  H1 1.092, C3 1.533, H5 1.091, N6 1.502
12 H 0.297 -2.275 0.875  C3 1.088
13 H 3.203 2.274 -1.179  O18 0.978
14 H 1.415 -2.383 -0.462  C3 1.087
15 H 1.095 0.573 0.285  N6 1.026
16 C -0.845 0.313 1.255  H4 1.088, N6 1.489, C10 1.524, H17 1.089
17 H -0.675 1.088 2.000  C16 1.089
18 O 2.484 1.966 -0.592  H2 0.953, H13 0.978
19 O -2.421 1.192 -0.315  C10 1.197

---

# C4H12NO2

2 unconnected molecules or ions with the total composition C4H12NO2 at a distorted geometry (ωB97M-V/def2-TZVPD, the Open Molecules 2025 dataset).

The charge is +1. The lowest unoccupied orbital energy is -3.9843 eV. The total energy is -9919.0199 eV. The frontier orbital gap is 10.950 eV. The value obtained for the HOMO energy is -14.93 eV.

Bonds (Å) are listed after each position.
CARTESIAN COORDINATES (ANGSTROEM)
1 H 0.912 1.379 0.850  N4 0.995
2 C 0.770 -1.232 -2.359  H5 1.116, C8 1.577, H11 1.036, H16 1.167
3 C -0.838 1.276 -1.033  O13 1.235, C14 1.475, H17 1.174
4 N 0.095 0.837 1.022  H1 0.995, H7 1.038, H12 0.957, C14 1.573
5 H 0.367 -2.271 -2.305  C2 1.116
6 H 1.309 -1.553 -0.245  C8 1.245
7 H -0.675 1.526 1.122  N4 1.038
8 C 1.057 -0.565 -0.959  C2 1.577, H6 1.245, H10 1.159, C14 1.624
9 O -0.876 -0.116 3.719  H15 1.071, H18 0.994
10 H 1.836 0.289 -0.861  C8 1.159
11 H 1.556 -1.008 -2.995  C2 1.036
12 H 0.201 0.288 1.798  N4 0.957
13 O -1.093 2.340 -0.462  C3 1.235
14 C -0.276 0.111 -0.324  C3 1.475, N4 1.573, C8 1.624, H19 1.211
15 H -1.901 -0.426 3.733  O9 1.071
16 H -0.204 -0.859 -2.883  C2 1.167
17 H -0.832 1.163 -2.202  C3 1.174
18 H -0.362 -0.375 4.529  O9 0.994
19 H -1.047 -0.805 -0.143  C14 1.211

---

The following energy relative to the best compared isomer or geometry (same formula, charge and spin) values (in kJ/mol) correspond, in order, to the records above: 78.72 72.43 203.42 204.04 69.98 77.01 163.17 309.72.